Entry from the Open Molecules 2025 dataset: a cluster of 2 separate species, C10H16 in total in a non-equilibrium geometry (the ωB97M-V functional and the def2-TZVPD basis).

Last column: Löwdin charge in e.
Element x y z (Å)
C  0.798  -0.234  -0.521  -0.05
C  -0.089  -1.080  -1.395  -0.27
C  -0.830  -0.545  -2.429  -0.06
C  -1.727  -1.344  -3.127  -0.10
C  -2.040  -2.631  -2.693  -0.10
C  -1.317  -3.145  -1.626  -0.09
C  -0.314  -2.406  -1.023  -0.05
H  0.961  -0.650  0.458  0.05
H  0.214  0.667  -0.288  0.07
H  1.665  0.232  -0.991  0.09
H  -0.698  0.430  -2.882  0.11
H  -2.267  -0.973  -3.990  0.10
H  -2.998  -3.014  -3.021  0.10
H  -1.541  -4.128  -1.235  0.10
H  0.221  -2.847  -0.201  0.11
C  0.298  0.893  2.698  -0.11
C  0.453  2.268  2.050  -0.32
C  1.863  2.842  1.971  -0.11
H  1.143  0.718  3.370  0.07
H  0.389  0.036  2.041  0.03
H  -0.690  0.800  3.137  0.07
H  0.024  2.300  1.040  0.08
H  -0.254  2.917  2.549  0.09
H  2.363  2.521  2.898  0.07
H  2.581  2.449  1.251  0.07
H  1.790  3.923  1.959  0.07

SMILES string: Cc1ccccc1.CCC
HOMO-LUMO gap: 10.0 eV

Entry from the Open Molecules 2025 dataset: a cluster of 2 separate species, C10H16 in total in a non-equilibrium geometry (the ωB97M-V functional and the def2-TZVPD basis).

Last column: Löwdin charge in e.
Element x y z (Å)
C  0.387  3.464  1.284  -0.14
C  1.051  3.197  -0.153  -0.13
H  1.328  3.915  1.899  0.12
H  -0.542  3.860  1.470  0.02
H  0.560  2.427  1.838  0.04
H  2.110  3.542  -0.044  0.08
H  0.481  3.776  -0.928  0.08
H  0.944  2.140  -0.259  -0.01
C  0.967  -2.317  -1.177  -0.16
C  0.439  -3.672  -0.796  -0.08
C  -0.006  -1.248  -0.704  -0.15
C  0.427  -0.214  0.183  0.00
C  -1.366  -1.347  -0.909  0.05
C  -0.435  0.484  0.999  0.01
C  -2.332  -0.694  -0.068  0.01
C  -1.837  0.071  0.942  0.04
H  2.036  -2.059  -0.988  0.13
H  0.941  -2.118  -2.381  0.20
H  -0.492  -3.961  -1.258  0.08
H  1.459  -0.096  0.270  0.11
H  -1.682  -2.076  -1.664  0.14
H  -0.141  1.113  1.893  0.12
H  -3.381  -0.692  -0.462  0.15
H  -2.414  0.668  1.573  0.11
H  0.296  -3.755  0.297  0.10
H  1.201  -4.408  -0.857  0.08

net charge: +1
multiplicity: 2
expectation value of S²: 0.7684
HOMO-LUMO gap (alpha / beta): 9.8 / 5.8 eV

Entry from the Open Molecules 2025 dataset: a structure of composition C10H16BCuF4P2 (the ωB97M-V functional and the def2-TZVPD basis).

Last column: Löwdin charge in e.
Element x y z (Å)
Cu  0.737  -0.129  0.069  0.20
C  -0.339  -2.419  2.691  -0.25
P  -0.736  -1.156  1.423  0.86
C  -2.313  -1.765  0.726  -0.25
C  -1.236  0.265  2.482  -0.36
C  -2.368  0.157  3.291  -0.09
C  -2.774  1.200  4.105  -0.07
C  -2.039  2.377  4.124  -0.07
C  -0.911  2.495  3.333  -0.09
C  -0.492  1.454  2.504  -0.35
P  1.017  1.665  1.464  0.89
C  2.270  2.064  2.745  -0.25
C  0.751  3.279  0.660  -0.24
H  -1.166  -2.561  3.385  0.04
H  0.542  -2.087  3.240  0.04
H  -0.107  -3.361  2.195  0.04
H  -3.071  -1.979  1.476  0.04
H  -2.094  -2.677  0.169  0.05
H  -2.688  -1.021  0.024  0.05
H  -2.944  -0.760  3.289  0.10
H  -3.662  1.097  4.714  0.11
H  -2.348  3.200  4.756  0.11
H  -0.351  3.422  3.360  0.10
H  1.953  2.919  3.340  0.04
H  3.218  2.291  2.257  0.05
H  2.406  1.199  3.393  0.04
H  0.612  4.086  1.380  0.04
H  -0.113  3.197  0.003  0.05
H  1.617  3.480  0.030  0.05
F  0.928  1.113  -3.842  0.17
B  0.825  1.293  -2.493  -1.21
F  0.825  -0.074  -1.854  -0.05
F  -0.381  1.870  -2.095  0.11
F  1.910  1.961  -1.928  0.11

HOMO-LUMO gap: 8.7 eV

Entry from the Open Molecules 2025 dataset: the ion C10H16BN2O3S with charge +1 in a non-equilibrium geometry (the ωB97M-V functional and the def2-TZVPD basis).

Last column: Löwdin charge in e.
Element x y z (Å)
C  -0.267  -3.229  0.601  -0.10
C  -1.665  -3.028  -0.014  -0.12
B  -1.738  -1.862  -1.063  -0.42
O  -2.493  -1.879  -2.186  0.20
C  -0.861  -0.545  -0.782  -0.02
C  0.320  -0.371  -1.394  0.04
N  1.049  0.707  -1.114  0.17
C  0.689  1.633  -0.259  -0.23
C  1.646  2.760  -0.036  -0.16
N  2.992  2.303  -0.330  -0.12
C  3.460  1.216  0.538  -0.09
C  -0.511  1.533  0.362  -0.44
S  -1.099  2.777  1.475  0.93
C  -1.290  0.425  0.090  -0.07
C  -2.614  0.317  0.807  -0.50
O  -2.658  -0.322  1.839  0.17
O  -3.681  0.913  0.262  0.16
H  -0.318  -3.911  1.443  0.08
H  0.413  -3.690  -0.110  0.08
H  0.162  -2.311  0.991  0.07
H  -2.324  -2.720  0.800  0.11
H  -1.985  -3.978  -0.433  0.11
H  -2.436  -2.715  -2.660  0.13
H  0.679  -1.112  -2.085  0.16
H  1.961  0.839  -1.554  0.18
H  1.565  3.049  1.012  0.11
H  1.359  3.591  -0.671  0.15
H  3.652  3.062  -0.376  0.12
H  2.771  0.994  1.354  0.09
H  3.543  0.299  -0.042  0.07
H  4.434  1.412  0.967  0.09
H  -1.284  2.029  2.579  -0.06
H  -3.471  1.816  -0.013  0.13

net charge: +1
SMILES string: CCB(O)c1c[nH+]c(CNC)c(S)c1C(=O)O
HOMO-LUMO gap: 8.8 eV

Entry from the Open Molecules 2025 dataset: a cluster of 2 separate species, C10H16BrN2 in total in a non-equilibrium geometry (the ωB97M-V functional and the def2-TZVPD basis).

Last column: Löwdin charge in e.
Element x y z (Å)
C  -1.688  3.501  1.665  0.01
C  -2.031  2.994  0.379  -0.10
C  -0.382  3.072  2.182  -0.19
C  0.172  -3.363  -1.242  -0.18
C  1.653  -2.932  -1.127  -0.17
C  0.416  2.666  0.069  -0.29
C  -0.583  -2.084  -1.046  -0.16
C  1.637  -1.841  -0.076  -0.11
C  -0.981  2.585  -0.422  -0.71
C  -0.294  -0.469  0.859  0.14
N  0.633  2.724  1.531  0.04
N  0.316  -1.150  -0.319  -0.17
Br  -1.147  1.456  -1.842  0.91
H  -2.411  3.955  2.294  0.09
H  -3.049  3.021  0.075  0.10
H  -0.199  3.120  3.224  0.10
H  -0.068  -3.864  -2.302  0.17
H  -0.072  -4.150  -0.487  0.13
H  2.465  -3.801  -0.916  0.18
H  1.955  -2.439  -2.140  0.14
H  1.005  1.859  -0.539  0.10
H  0.976  3.588  -0.109  0.13
H  -0.856  -1.669  -2.002  0.11
H  -1.581  -2.257  -0.421  0.18
H  1.618  -2.293  0.918  0.13
H  2.446  -1.043  -0.046  0.16
H  -0.720  -1.118  1.630  0.10
H  0.358  0.358  1.223  0.08
H  0.414  -0.427  -1.011  0.07

net charge: +1
HOMO-LUMO gap (alpha / beta): 8.9 / 6.0 eV

Entry from the Open Molecules 2025 dataset: a cluster of 4 separate species, C10H16Cl4O6 in total in a non-equilibrium geometry (the ωB97M-V functional and the def2-TZVPD basis).

Last column: Löwdin charge in e.
Element x y z (Å)
O  -1.332  -0.530  -1.440  0.16
C  -0.982  0.211  -2.293  -0.58
O  0.112  0.996  -2.189  0.03
C  0.381  1.604  -3.450  -0.10
C  -0.981  1.490  -4.168  -0.10
O  -1.570  0.391  -3.481  0.08
H  0.728  2.621  -3.294  0.13
H  1.131  1.014  -3.975  0.13
H  -0.813  1.241  -5.213  0.13
H  -1.644  2.351  -4.102  0.13
O  -1.714  3.719  3.172  0.18
C  -0.768  3.145  2.752  -0.56
O  -0.836  1.953  2.050  0.03
C  0.371  1.838  1.337  -0.15
C  1.357  2.540  2.288  -0.11
O  0.506  3.508  2.873  0.07
H  0.703  0.809  1.185  0.11
H  0.349  2.314  0.356  0.12
H  2.175  3.000  1.737  0.13
H  1.750  1.858  3.043  0.13
Cl  -0.629  -1.213  3.425  0.51
C  -1.627  -1.409  1.933  -0.62
C  -2.380  -2.754  1.917  -0.71
Cl  -3.153  -3.085  3.434  0.58
H  -0.987  -1.223  1.081  0.02
H  -2.431  -0.684  2.044  0.07
H  -1.735  -3.591  1.654  0.03
H  -3.107  -2.676  1.107  0.08
Cl  0.375  -3.557  -0.332  0.59
C  1.492  -2.179  -0.189  -0.66
C  2.863  -2.449  -0.811  -0.67
Cl  3.704  -3.844  -0.119  0.55
H  1.587  -1.857  0.850  0.07
H  0.991  -1.352  -0.694  0.04
H  3.447  -1.552  -0.627  0.07
H  2.666  -2.648  -1.861  0.07

SMILES string: O=C1OCCO1.O=C1OCCO1.ClCCCl.ClCCCl
HOMO-LUMO gap: 10.3 eV

Entry from the Open Molecules 2025 dataset: a structure of composition C10H16ClSScTi in a non-equilibrium geometry (the ωB97M-V functional and the def2-TZVPD basis).

Last column: Löwdin charge in e.
Element x y z (Å)
Sc  0.559  -0.595  0.329  0.16
Cl  0.170  0.978  -1.463  0.13
C  -1.477  -0.831  0.557  -0.36
H  -1.664  -1.528  1.394  -0.03
H  -1.917  -1.230  -0.373  -0.02
H  -1.949  0.121  0.798  -0.03
Ti  0.597  0.519  -3.659  0.16
C  -1.074  1.099  -4.629  -0.34
C  2.246  1.626  -3.989  -0.34
C  1.020  -1.225  -4.462  -0.32
H  3.069  1.255  -3.369  -0.03
H  2.501  1.429  -5.034  -0.04
H  2.097  2.694  -3.837  -0.05
H  -1.946  0.511  -4.329  -0.04
H  -1.279  2.165  -4.565  -0.06
H  -0.837  0.846  -5.670  -0.04
H  0.295  -1.898  -4.958  -0.15
H  2.042  -1.618  -4.625  -0.15
S  1.140  1.028  1.957  0.49
C  0.407  0.262  3.330  -0.74
C  1.102  -0.750  4.025  -0.14
C  0.437  -1.403  5.067  -0.12
C  -0.863  -1.038  5.427  -0.13
C  -1.527  -0.016  4.737  -0.12
C  -0.888  0.680  3.714  -0.14
H  2.109  -1.029  3.680  0.09
H  0.949  -2.194  5.609  0.09
H  -1.388  -1.592  6.208  0.08
H  -2.545  0.267  4.999  0.09
H  -1.387  1.467  3.129  0.10

net charge: -2
multiplicity: 3
expectation value of S²: 2.0090
HOMO-LUMO gap (alpha / beta): 3.0 / 3.6 eV

Entry from the Open Molecules 2025 dataset: a structure of composition C10H16F10InN3O16S8 in a non-equilibrium geometry (the ωB97M-V functional and the def2-TZVPD basis).

Last column: Löwdin charge in e.
Element x y z (Å)
In  -1.155  -0.438  -1.259  1.47
C  1.416  -4.362  -1.425  -0.65
F  2.523  -3.758  -1.071  0.17
F  1.042  -3.839  -2.593  0.12
F  1.600  -5.656  -1.629  0.18
S  0.009  -4.106  -0.123  0.72
O  -1.223  -4.327  -0.795  -0.26
O  0.390  -4.979  0.961  -0.24
N  0.132  -2.320  0.194  -0.30
S  0.966  -2.035  1.484  0.55
O  2.081  -2.922  1.745  -0.24
O  1.342  -0.636  1.480  -0.31
C  -0.269  -2.333  2.996  -0.64
F  -0.596  -3.594  3.141  0.18
F  0.319  -1.823  4.078  0.15
F  -1.336  -1.592  2.755  0.13
N  -3.731  0.555  -1.722  -0.32
S  -4.694  1.483  -0.790  0.49
O  -6.066  1.067  -0.650  -0.22
O  -4.425  2.891  -0.766  -0.24
F  -4.113  1.090  0.653  -0.21
S  -4.737  0.626  -3.096  0.54
O  -4.818  1.861  -3.805  -0.21
O  -5.885  -0.228  -3.040  -0.23
F  -3.845  -0.328  -3.997  -0.20
N  0.114  -1.163  -3.568  -0.31
S  -0.269  -1.339  -5.049  0.42
O  -0.197  -2.681  -5.542  -0.22
O  0.068  -0.275  -5.956  -0.23
F  -1.839  -1.157  -4.981  -0.18
S  1.823  -1.126  -3.805  0.57
O  2.363  0.170  -4.121  -0.23
O  2.436  -2.327  -4.294  -0.21
F  2.105  -1.322  -2.255  -0.21
C  -1.442  1.125  5.016  -0.20
C  -2.780  1.828  4.658  -0.17
C  -2.960  1.600  3.117  -0.22
S  -1.300  1.763  2.403  0.73
O  -1.299  3.163  2.005  -0.30
O  -1.059  0.675  1.430  -0.43
C  -0.429  1.521  3.953  -0.20
H  -1.597  0.045  5.087  0.11
H  -1.155  1.350  6.043  0.12
H  -2.619  2.901  4.773  0.12
H  -3.626  1.477  5.240  0.12
H  -3.618  2.258  2.558  0.10
H  -3.271  0.560  3.004  0.10
H  -0.011  2.518  4.107  0.12
H  0.439  0.877  3.812  0.10
C  4.740  1.051  -0.928  -0.20
C  4.594  2.554  -1.192  -0.22
C  3.129  2.931  -1.257  -0.20
S  2.229  1.810  -0.138  0.73
O  1.246  1.013  -0.847  -0.41
O  1.904  2.612  1.024  -0.31
C  3.710  0.708  0.154  -0.18
H  5.770  0.705  -0.865  0.12
H  4.492  0.630  -1.910  0.11
H  5.057  2.846  -2.135  0.12
H  5.098  3.104  -0.394  0.12
H  2.652  2.805  -2.230  0.11
H  2.941  3.955  -0.941  0.11
H  3.489  -0.358  0.160  0.09
H  4.147  0.898  1.136  0.11

HOMO-LUMO gap: 4.1 eV